This record from the OMol25 dataset describes a cluster of 15 separate species, H30O15 in total. The level of theory is ωB97M-V with the def2-TZVPD basis set.

Results
- Gap between HOMO and LUMO: 9.69 eV
- Multiplicity: 1
- Lowest unoccupied orbital energy: -0.4 eV
- Largest force on an atom: 0.0610 hartree/bohr
- Electronic energy: -31198.5355 eV
- Relative energy (zero: lowest compared OMol25 entry of this formula, charge and spin): 302.01 kJ/mol

Each line ends with the Mulliken charge.
CARTESIAN COORDINATES (ANGSTROEM)
1 O -4.813 -0.816 -1.233  -0.613
2 O 2.006 -1.859 -2.134  -0.557
3 O -1.273 1.026 1.864  -0.588
4 O -0.090 -2.471 -3.446  -0.655
5 O -0.362 0.183 -2.906  -0.754
6 O 1.906 0.454 -0.150  -0.495
7 O -3.093 1.967 -0.855  -0.593
8 O -0.267 -3.861 1.532  -0.639
9 O 3.294 0.644 2.729  -0.652
10 O -0.114 -3.835 -1.118  -0.667
11 O 0.310 3.219 -1.363  -0.600
12 O -1.038 -1.097 0.196  -0.493
13 O 0.926 2.585 2.279  -0.568
14 O 0.197 0.187 4.306  -0.637
15 O 2.304 3.362 0.168  -0.734
16 H 0.484 0.145 -2.370  0.367
17 H -0.750 0.740 -2.219  0.268
18 H 0.326 -3.144 1.349  0.316
19 H -0.799 -0.413 0.878  0.244
20 H 1.290 -2.130 -1.524  0.262
21 H -0.207 -3.601 -2.134  0.380
22 H 1.497 2.952 1.600  0.312
23 H 0.927 3.058 3.108  0.294
24 H -0.305 3.631 -0.759  0.293
25 H 2.424 1.044 2.982  0.285
26 H -3.997 -0.562 -0.731  0.256
27 H 0.437 -2.136 -4.201  0.326
28 H 1.874 2.754 -0.437  0.474
29 H -0.892 1.923 1.871  0.316
30 H 2.954 2.960 0.743  0.310
31 H -1.619 1.158 0.933  0.231
32 H -0.545 -3.041 -0.774  0.276
33 H 2.503 -2.663 -2.181  0.287
34 H -0.684 0.273 3.894  0.353
35 H 0.741 0.743 3.730  0.286
36 H -0.153 -4.644 1.012  0.314
37 H 2.740 0.724 0.250  0.298
38 H -0.451 -1.541 -3.255  0.401
39 H -3.929 1.549 -0.562  0.407
40 H -4.318 -0.996 -2.068  0.358
41 H 1.381 0.505 0.654  0.190
42 H -2.477 1.188 -0.906  0.153
43 H -1.737 -1.601 0.659  0.345
44 H 3.294 -0.258 2.994  0.338
45 H 0.608 4.143 -1.569  0.303

Atoms 1-2, force components in eV/Å:
O 2.5 0.4 -0.4
O -0.2 0.7 1.0